1.
Entry from the OMol25 dataset: a structure of composition C33H40N4P2Sn at a distorted geometry (wB97M-V/def2-TZVPD).

- frontier orbital gap (spin up / spin down) (eV) = 5.864 / 5.863
- E (eV) = -65216.89910
- highest occupied orbital energy (spin up / spin down) (eV) = -12.6 / -12.6

```
! wB97M-V def2-TZVPD RIJCOSX def2/J DEFGRID3
* xyz 2 1
C -2.045 0.552 -0.806
H 1.569 -0.503 -3.910
C 0.846 0.336 -3.900
C -1.601 0.832 -3.680
C -3.572 -2.742 2.567
C 3.458 1.790 0.002
H -0.753 -1.078 -3.339
C 4.855 1.075 -1.620
H -3.759 3.255 0.164
H 5.630 1.065 -2.387
C -3.038 1.344 1.056
C -3.234 2.299 0.088
Sn -0.283 2.664 -1.137
H 0.298 -0.405 -0.914
C -0.204 -1.712 4.928
H -3.484 1.291 2.043
C -0.493 -1.982 0.271
H 0.040 4.300 -2.986
N -3.134 -2.071 1.429
N -2.314 0.257 0.543
H -2.301 0.919 5.523
H -0.870 3.708 -5.144
C 3.014 -3.058 0.935
C -0.400 2.889 -4.589
H 1.374 4.151 -4.199
H -0.790 2.746 1.659
C 3.940 -1.486 2.276
C -1.093 -0.796 2.906
H -1.791 1.259 3.084
C -1.185 -0.981 5.615
H 1.643 0.560 -1.900
H 0.142 2.250 -5.294
C 0.612 3.561 -3.634
C -0.586 -0.216 -4.020
C 3.982 -3.685 1.709
H 1.089 1.000 -4.756
H 0.446 -2.406 5.447
H -1.855 -0.274 -1.489
H 4.146 -1.045 -1.471
P -1.692 -1.164 1.315
H 0.636 1.735 1.322
H -0.156 -2.839 0.866
C -4.743 -3.423 2.290
C 4.444 2.213 -0.868
H -2.947 -2.716 3.445
C 1.044 1.123 -2.632
C -1.507 2.163 -3.895
C -2.692 1.786 -1.129
P 1.900 -0.434 0.895
C -4.054 -2.357 0.403
C 0.144 2.682 1.072
C 1.333 2.520 -2.707
H 4.033 -0.497 2.698
H 0.798 3.462 1.532
C -0.013 -1.452 3.572
H 4.829 3.230 -0.940
H -1.416 -1.201 6.657
H -2.578 0.379 -3.447
H -2.421 2.774 -3.832
H 5.368 -2.808 3.271
H -3.032 2.104 -2.108
C 0.711 -1.205 -0.285
H -1.068 -2.373 -0.583
H -5.297 -4.068 2.974
H 2.341 -3.455 0.192
H 2.353 2.777 -2.411
H 4.257 -4.729 1.680
C 4.096 -0.005 -1.172
H -3.879 -1.985 -0.591
C -1.602 0.314 3.616
C 4.567 -2.682 2.553
H 2.891 2.333 0.754
H -5.927 -3.572 0.363
C -1.761 0.137 4.986
N 2.988 -1.699 1.254
N 3.242 0.417 -0.141
H 0.943 -1.499 3.036
C -5.061 -3.171 0.905
H 1.296 -1.876 -0.925
H -0.667 -0.603 -5.056
*
```

---

2.
Entry from the OMol25 dataset: an isolated molecule of C2H7NO at a distorted geometry (wB97M-V/def2-TZVPD).

- SMILES string = CNCO
- frontier orbital gap (eV) = 9.862
- E (eV) = -5724.32202
- highest occupied orbital energy (eV) = -8.8
- energy relative to the best compared isomer or geometry (same formula, charge and spin) (kcal/mol) = 21.2

```
! wB97M-V def2-TZVPD RIJCOSX def2/J DEFGRID3
* xyz 0 1
H -0.209 -0.365 1.657
H -1.753 -1.453 0.840
C 1.285 1.175 -0.542
H 1.228 1.615 -1.545
O -1.160 -1.297 0.097
H -0.651 0.665 -0.918
H 1.623 2.004 0.079
N -0.034 0.745 -0.124
C -0.080 -0.536 0.587
H 2.079 0.428 -0.571
H 0.856 -1.077 0.411
*
```

---

3.
Entry from the OMol25 dataset: the ion C5H10N3O with charge +1 at a distorted geometry (wB97M-V/def2-TZVPD).

- SMILES string = O=C1CC[N@H+]2CNCN12
- frontier orbital gap (eV) = 11.029
- E (eV) = -11855.75153
- highest occupied orbital energy (eV) = -14.5
- energy relative to the best compared isomer or geometry (same formula, charge and spin) (kcal/mol) = 69.8

```
! wB97M-V def2-TZVPD RIJCOSX def2/J DEFGRID3
* xyz 1 1
C 0.454 -1.211 -1.259
C -0.140 -1.537 0.830
H -1.565 2.328 -0.415
O 0.408 1.685 -2.360
N 0.448 -2.245 -0.247
C -0.566 2.073 -0.076
H -1.547 0.429 1.071
H 1.362 -1.443 -1.956
N 0.384 -0.114 0.800
H -0.072 3.053 0.110
H -0.569 -1.314 -1.771
H 1.333 -2.507 0.086
H -0.430 1.450 2.125
H 1.336 0.139 1.181
C -0.608 1.051 1.023
N 0.661 0.044 -0.599
H 0.177 -1.911 1.810
C 0.252 1.391 -1.202
H -1.318 -1.363 0.847
*
```

---

4.
Entry from the OMol25 dataset: a cluster of 2 separate species, C3HN3O in total at a distorted geometry (wB97M-V/def2-TZVPD).

- frontier orbital gap (eV) = 9.423
- E (eV) = -9638.49626
- highest occupied orbital energy (eV) = -10.4
- energy relative to the best compared isomer or geometry (same formula, charge and spin) (kcal/mol) = 99.7

```
! wB97M-V def2-TZVPD RIJCOSX def2/J DEFGRID3
* xyz 0 1
N 1.066 1.035 0.279
C 0.372 1.499 -0.636
C -0.147 -1.899 1.632
N -0.511 -3.012 1.386
O 1.169 0.565 -1.212
C -0.419 2.511 -1.141
N -1.070 3.304 -1.657
H -0.460 -4.003 1.350
*
```

---

5.
Entry from the OMol25 dataset: a cluster of 2 separate species, C6H11N2P in total at a distorted geometry (wB97M-V/def2-TZVPD).

- frontier orbital gap (spin up / spin down) (eV) = 5.578 / 8.614
- E (eV) = -18664.72039
- highest occupied orbital energy (spin up / spin down) (eV) = -6.8 / -8.3
- energy relative to the best compared isomer or geometry (same formula, charge and spin) (kcal/mol) = 68.7

```
! wB97M-V def2-TZVPD RIJCOSX def2/J DEFGRID3
* xyz 0 1
C 0.296 0.908 -0.603
H -0.212 1.394 -1.464
H -2.310 -0.274 2.370
H -1.147 -2.628 -1.003
H -3.633 0.013 1.136
N -0.409 0.354 0.457
H -2.120 0.188 -0.611
P -0.648 -2.545 -2.268
H 0.399 -0.051 2.425
H -2.959 -1.549 1.264
H 3.705 1.620 -0.032
C -1.707 -0.005 0.426
H 3.229 0.715 -1.513
H 0.566 -2.780 -1.771
H 2.599 2.306 -1.440
N 1.790 0.415 0.983
C 0.637 0.040 1.366
C -2.680 -0.511 1.358
C 1.682 0.963 -0.280
C 2.923 1.426 -0.802
*
```

---

6.
Entry from the OMol25 dataset: a cluster of 4 separate species, C3H14NO3 in total at a distorted geometry (wB97M-V/def2-TZVPD).

- frontier orbital gap (spin up / spin down) (eV) = 9.564 / 5.937
- E (eV) = -10950.78968
- highest occupied orbital energy (spin up / spin down) (eV) = -19.0 / -19.0
- energy relative to the best compared isomer or geometry (same formula, charge and spin) (kcal/mol) = 6.2
- <S²> = 0.753

```
! wB97M-V def2-TZVPD RIJCOSX def2/J DEFGRID3
* xyz 2 2
C 1.356 1.158 -1.767
H 1.717 2.125 -2.116
H 1.861 -2.138 1.592
O -1.496 -1.954 -1.707
H 0.247 2.025 1.344
H 0.952 -3.220 1.410
H -2.634 0.705 1.607
O 0.929 -2.255 1.330
C 0.637 1.113 -0.575
H -0.525 -0.633 -0.682
O -1.913 0.083 1.766
H 1.630 0.379 -2.475
H 1.631 2.735 0.435
H 0.754 -0.679 0.443
H -0.008 3.074 0.044
C 0.654 2.236 0.357
H -1.827 -2.859 -1.757
H -1.304 -1.832 -2.647
H -1.908 -0.167 2.698
N 0.024 -0.068 0.002
H -0.775 0.171 0.697
*
```